A cluster of 2 separate species, C3H10N2O3 in total in a non-equilibrium geometry, computed with wB97M-V/def2-TZVPD.

Calculated values
* orbital gap: 0.369 Eh
* net charge: 0
* SMILES string: NCCNC(=O)O.O

Atoms and positions in Å:
N: 0.72243 1.79705 0.31477
C: 0.05772 1.00568 1.36054
C: -0.23503 -0.43697 0.97797
N: -0.82529 -0.87026 -0.28923
C: -0.30834 -1.92837 -1.01009
O: -0.66844 -2.10401 -2.14630
O: 0.68055 -2.56176 -0.34656
H: 1.45900 1.30848 -0.21485
H: 1.06692 2.65080 0.73910
H: 0.55275 0.88463 2.34896
H: -0.88392 1.52798 1.60278
H: -0.71545 -0.99086 1.83005
H: 0.73117 -0.98368 1.10354
H: -1.56764 -0.33341 -0.69276
H: 0.80434 -3.49729 -0.53891
O: -0.52899 1.60667 -1.91108
H: -0.02783 0.81166 -2.07911
H: -0.31394 2.11367 -1.04884

Results of the natural (NBO) charge analysis, in e, for atoms 1 through 4: N -0.85; C -0.23; C -0.25; N -0.65

A structure of composition C37H68BN6OP2S3V, computed with wB97M-V/def2-TZVPD.

Calculated values
* ⟨S²⟩: 2.065
* orbital gap (alpha / beta): 0.259 / 0.259 Eh
* net charge: +2
* multiplicity: 3

Atoms and positions in Å:
V: -0.02662 -0.53940 -0.06415
C: -3.48686 -0.82945 1.56357
C: -2.87446 -2.07994 2.19558
C: -3.36115 -2.15225 3.64851
C: -3.37013 -3.29788 1.41187
P: -1.01151 -1.89570 2.02610
C: -0.54821 -0.84798 3.46566
N: 0.73686 -0.33966 3.07547
B: 1.23140 -0.34585 1.72685
N: 2.57456 0.11613 1.84208
C: 3.45608 0.36453 0.73860
P: 2.44090 0.11034 -0.79273
C: 3.21031 -1.40572 -1.58856
C: 4.70347 -1.27502 -1.89701
C: 3.00382 -2.53674 -0.57179
C: 2.47245 -1.77810 -2.88001
C: 2.88654 1.67028 -1.75551
C: 1.99522 2.76481 -1.16943
C: 2.62019 1.51283 -3.25581
C: 4.34943 2.11826 -1.58580
C: 2.87227 0.39404 3.17832
C: 4.03217 0.86250 3.77111
C: 4.02276 1.04786 5.14904
C: 2.88916 0.76943 5.90706
C: 1.72241 0.29826 5.31526
C: 1.72691 0.11639 3.94222
C: -0.16551 -3.53909 2.44559
C: -0.79451 -4.26098 3.64133
C: -0.19125 -4.46659 1.22914
C: 1.30936 -3.28641 2.79430
H: -4.56843 -0.83911 1.71829
H: -3.30221 -0.80188 0.48637
H: -3.10101 0.08559 2.01540
H: -4.44342 -2.30356 3.63989
H: -3.17254 -1.22165 4.18545
H: -2.92362 -2.96966 4.21186
H: -4.45894 -3.25403 1.33253
H: -3.11604 -4.23814 1.89643
H: -2.95697 -3.31016 0.40099
H: -0.48431 -1.44862 4.37735
H: -1.28986 -0.06040 3.64141
H: 4.32748 -0.29567 0.74586
H: 3.83127 1.38675 0.77424
H: 5.30103 -1.01634 -1.02237
H: 4.89481 -0.54237 -2.67946
H: 5.06839 -2.23828 -2.26196
H: 3.47978 -2.33310 0.38911
H: 3.44319 -3.45484 -0.96894
H: 1.94124 -2.72422 -0.39491
H: 2.77907 -1.16153 -3.72217
H: 1.39158 -1.68702 -2.78083
H: 2.70652 -2.81550 -3.13268
H: 0.94873 2.53652 -1.34603
H: 2.23566 3.72314 -1.63693
H: 2.14918 2.87549 -0.09229
H: 1.65052 1.06458 -3.46956
H: 3.39338 0.91154 -3.73296
H: 2.65470 2.50322 -3.71792
H: 4.53982 2.58316 -0.62018
H: 4.55623 2.87838 -2.34264
H: 5.06761 1.31493 -1.72950
H: 4.92084 1.07186 3.18906
H: 4.91446 1.41195 5.64070
H: 2.91525 0.92287 6.97723
H: 0.84365 0.08913 5.91219
H: -1.80480 -4.61185 3.44365
H: -0.80461 -3.64762 4.54279
H: -0.18590 -5.14083 3.86155
H: -1.20206 -4.74528 0.93623
H: 0.34485 -5.38495 1.48019
H: 0.30574 -4.00433 0.37792
H: 1.43574 -2.69831 3.70265
H: 1.84853 -2.79283 1.98657
H: 1.77914 -4.25797 2.96466
N: -3.71835 5.37329 1.95971
C: -2.97075 4.53126 2.69215
S: -2.91348 4.49946 4.32292
C: -2.20934 3.50708 1.91961
C: -0.88467 3.21686 2.23182
C: -0.24988 2.17528 1.59067
N: -0.85115 1.38623 0.67676
C: -2.10808 1.71335 0.34145
C: -2.81314 2.75425 0.91617
H: -4.25127 6.08101 2.44106
H: -3.60451 5.46003 0.96434
H: -0.36538 3.78135 2.99363
H: 0.77956 1.95423 1.83104
H: -2.57067 1.09075 -0.41429
H: -3.84279 2.92396 0.62987
C: -0.91146 -4.64009 -2.12174
S: -0.96828 -2.88444 -2.43964
C: -2.73681 -2.70087 -2.59638
O: -0.61617 -2.23770 -1.09277
H: -1.59975 -4.91072 -1.32429
H: 0.11044 -4.89951 -1.85321
H: -1.17595 -5.13691 -3.05600
H: -3.06251 -3.34217 -3.41611
H: -2.94236 -1.65981 -2.82857
H: -3.21463 -2.99567 -1.66448
C: -2.94041 4.57156 -2.83198
C: -1.46425 4.23451 -2.97691
N: -1.15559 2.85150 -2.59678
C: -1.11598 1.72326 -3.29660
S: -0.70526 0.21566 -2.54428
N: -1.35013 1.64025 -4.60601
C: -1.69619 2.64548 -5.62043
C: -2.09073 1.93233 -6.90044
H: -3.11456 5.61551 -3.09251
H: -3.27505 4.41194 -1.80615
H: -3.56119 3.95161 -3.47915
H: -0.86504 4.86130 -2.31613
H: -1.10919 4.42891 -3.98226
H: -0.98320 2.71525 -1.61500
H: -1.22862 0.70479 -4.96433
H: -0.83758 3.29251 -5.80628
H: -2.52404 3.25583 -5.26589
H: -1.26857 1.32268 -7.27854
H: -2.34154 2.66192 -7.66768
H: -2.96123 1.29477 -6.74248

Results of the Mulliken charge analysis, in e, for atoms 1 through 4: V 0.58; C -1.63; C 2.26; C -1.78

A structure of composition C7H23N7O4Rb in a non-equilibrium geometry, computed with wB97M-V/def2-TZVPD.

Calculated values
* orbital gap: 0.284 Eh
* net charge: +1

Atoms and positions in Å:
Rb: 0.11016 -1.83722 -0.10637
C: 3.00106 -0.98882 6.61323
O: 2.26290 -1.11712 5.57958
N: 2.66213 -0.30938 7.68904
N: 4.04380 -1.79789 6.86146
H: 1.83582 0.27003 7.64900
H: 3.30407 -0.11809 8.44496
H: 4.73147 -1.65238 7.58674
H: 4.06896 -2.64696 6.31506
C: 1.54947 -4.42078 -6.50595
O: 0.86182 -3.67875 -5.84818
N: 1.92234 -5.66443 -6.25334
N: 1.62814 -4.32194 -7.81940
H: 2.72709 -5.91608 -6.80935
H: 1.81004 -6.00165 -5.30796
H: 1.21695 -3.52657 -8.28674
H: 2.23220 -4.93076 -8.35282
C: 5.30693 2.47770 -0.77509
O: 4.63010 1.76173 -1.52180
N: 6.36837 2.04990 -0.10480
N: 5.07919 3.71987 -0.70769
H: 6.60048 2.66296 0.66357
H: 6.64623 1.07983 -0.14768
H: 5.71900 4.26420 -0.14693
H: 4.34106 4.15113 -1.24552
C: -5.90611 2.72780 -1.42206
C: -4.73724 2.16066 -0.66869
C: -5.13539 1.69849 0.70467
O: -4.00862 1.12207 1.41250
C: -4.39140 0.45575 2.60190
N: -4.23442 1.00348 -1.43441
H: -6.54156 1.93244 -1.81156
H: -5.62415 3.23937 -2.34233
H: -6.47863 3.33917 -0.72454
H: -3.81856 2.74611 -0.63137
H: -5.97954 1.01923 0.58584
H: -5.47600 2.51974 1.33525
H: -5.37617 -0.00859 2.54986
H: -4.70662 1.03491 3.46983
H: -3.72569 -0.29633 3.02535
H: -4.93633 0.50514 -1.96269
H: -3.58314 1.29209 -2.15040

Results of the natural (NBO) charge analysis, in e, for atoms 1 through 4: Rb 1.00; C 0.76; O -0.70; N -0.81